16
Properties=species:S:1:pos:R:3:forces:R:3:nbo_charge:R:1 method="wB97M-V/def2-TZVPD" e_above_lowest_kcal_mol=22.73 homo_lumo_gap_ev=10.5 smiles=OCCCCO total_energy_ha=-308.861943 lumo_ev=0.8 homo_ev=-9.7 largest_force_ev_per_a=1.54
O -0.875958 1.334760 -1.159923 0.06 0.57 -0.74 -0.764
O -0.546626 -1.471560 -1.295459 -0.18 -0.31 -0.40 -0.747
C 0.719388 -1.426616 -0.653027 -0.67 -0.20 0.02 -0.060
C 0.538829 -0.861128 0.731677 -0.18 0.34 0.19 -0.423
C 0.305974 0.658993 0.831244 -0.06 -0.70 0.30 -0.430
C -0.998504 1.165522 0.265636 0.65 1.27 -0.60 -0.070
H 1.399348 -1.110019 1.304824 1.03 -0.05 0.60 0.205
H -0.868132 -0.561571 -1.419763 0.39 -0.26 -0.15 0.487
H -1.234278 2.168902 0.674449 -0.17 -0.68 0.16 0.172
H 1.383910 -0.772904 -1.214408 0.42 -0.12 -0.19 0.157
H 1.133482 1.234436 0.430575 0.22 0.01 -0.51 0.199
H -0.268405 -1.397855 1.236973 -0.20 0.07 -0.16 0.206
H -1.808206 0.451185 0.423869 -0.04 0.24 0.02 0.194
H -0.352848 2.136239 -1.414884 -0.67 -1.16 0.72 0.483
H 1.129688 -2.469744 -0.611364 -0.41 0.93 -0.16 0.181
H 0.342333 0.921355 1.869579 -0.17 0.04 0.89 0.211

16
Properties=species:S:1:pos:R:3:forces:R:3:nbo_charge:R:1 method="wB97M-V/def2-TZVPD" e_above_lowest_kcal_mol=115.22 homo_lumo_gap_ev="7.0 / 8.6" total_energy_ha=-308.714552 lumo_ev="0.7 / 0.6" homo_ev="-6.3 / -8.0" largest_force_ev_per_a=2.90
O 1.928020 0.173975 1.166624 0.20 -1.87 -0.34 -0.696
O 1.146350 -0.779341 -0.843823 0.42 -0.50 0.01 -0.725
C -0.702219 1.612864 -0.626126 -1.02 -0.56 -0.30 -0.710
C 1.122317 -0.743708 0.545687 -1.61 0.45 -0.13 0.545
C -1.378371 1.090995 0.614546 2.08 1.55 -1.29 -0.324
C 0.765101 -1.947025 1.337196 1.92 1.35 -0.12 -0.707
H -0.271410 0.705424 -1.108575 -0.04 1.29 -0.30 0.244
H -0.157766 -1.811269 1.801778 -1.67 0.28 0.89 0.230
H 0.616730 -2.729543 0.610117 0.66 -1.06 0.38 0.207
H -2.289731 0.680989 0.422975 -2.46 -1.47 0.11 0.153
H 1.525709 -1.942197 2.172483 -0.51 -1.16 -0.97 0.234
H -1.192870 1.629613 1.509877 -0.03 0.05 0.86 0.164
H 1.770103 1.008732 0.771795 -0.16 1.45 -0.66 0.487
H 0.626071 -1.519830 -1.250273 0.68 0.89 1.09 0.495
H -0.003577 2.343977 -0.329257 1.68 0.46 0.26 0.194
H -1.298899 2.251088 -1.341848 -0.12 -1.15 0.53 0.209